(1)
120
Properties=species:S:1:pos:R:3 method="wB97M-V/def2-TZVPD" homo_energy_ev=-9.67 gap_ev=8.62 e_lumo_ev=-1.0
Cl -0.02747 -4.07862 4.07830
S 7.33624 -3.05247 2.15930
S 0.35296 -4.19132 2.09209
O -0.73098 -9.44992 -3.71782
O -4.80624 4.13034 -3.05704
O -1.19480 -1.10012 6.06914
O -0.13813 -5.43625 1.60867
O -4.60579 9.01114 -5.26268
O 3.22949 -5.96927 -2.75449
O -0.14977 -2.98898 1.49931
O 3.72084 2.31754 1.14827
O -3.98214 3.31694 4.88570
O 0.04532 4.86129 -1.80457
O 5.74625 -3.03982 2.54883
O 7.75774 -4.16726 3.25370
O 7.87989 -1.83321 2.68281
C -3.39251 2.29366 5.16490
C 4.52253 3.28825 -1.34900
C 4.18979 -9.62812 -4.53329
C 7.80913 -5.49162 2.69866
C 2.59863 4.55531 -2.90751
C -5.87001 6.21169 -3.36424
C 1.52596 3.17145 1.02011
C 0.91142 -6.40033 -2.69840
C 2.32806 -6.74375 -3.00348
C 2.89910 2.92615 0.49619
C 1.86179 -10.22107 -4.42028
C -4.63755 7.91658 -4.74184
C -2.28699 -0.46502 2.10393
C 2.12200 -4.12238 1.99023
C -3.40536 1.54789 2.79772
C 2.69701 -2.87839 2.68687
C 2.27016 4.09727 -1.63816
C 3.91149 -8.39695 -3.96633
C 0.62266 -5.15863 -2.15018
C -1.71904 -5.69961 -2.14861
C -1.43846 -6.94158 -2.69192
C -3.00720 1.98593 6.57326
C -5.81066 7.48862 -3.92582
C -0.69401 4.08377 0.77335
C 3.66544 -2.10690 1.80190
C -3.04133 2.59167 8.89549
C -0.06667 2.95488 2.80198
C -2.38804 7.34265 -5.61912
C -2.34369 1.43061 9.21091
C -2.46807 4.83337 -4.42214
C 0.57372 3.84860 0.25506
C 1.57522 -8.98303 -3.86045
C 3.88373 4.38508 -3.39182
C -6.85779 8.37998 -3.73104
C -0.12397 -7.29922 -2.96463
C -2.29471 0.82608 6.88905
C -3.50574 6.95842 -4.89058
C -1.90239 -0.70868 3.41137
C -8.02509 6.72184 -2.43836
C -1.96735 0.55178 8.21029
C -3.02133 1.31043 4.10996
C -3.54964 5.69389 -4.29802
C 3.23320 3.45293 -0.85947
C 3.16549 -10.54223 -4.75561
C 0.15881 -8.64854 -3.52960
C -7.96004 7.99837 -2.98665
C -1.86613 -0.12154 5.82217
C -1.31419 6.47778 -5.74258
C -3.04378 0.66068 1.79790
C 2.60533 -8.07022 -3.62488
C -0.68676 -4.81015 -1.87451
C -4.74680 5.24471 -3.53234
C 1.19836 2.72200 2.29331
C -1.01147 3.63920 2.04418
C -6.98323 5.83074 -2.62623
C 4.89911 -2.87790 1.39390
C 4.84744 3.75692 -2.60997
C -2.27483 0.17183 4.41937
C 0.88815 4.31721 -1.12326
C -3.37190 2.86962 7.58055
C -1.35155 5.22649 -5.13830
H -0.32187 2.59994 3.79225
H -1.42343 4.60983 0.17309
H -3.34254 0.85159 0.77553
H -3.98378 2.43069 2.56391
H -2.74262 -5.42366 -1.93410
H 2.51214 -5.05258 2.39543
H 1.87253 -2.20545 2.92381
H -0.50669 4.55628 -5.22475
H 3.38630 -11.50634 -5.19399
H 1.84253 5.04766 -3.50356
H -1.99590 3.82568 2.44807
H 3.14020 -3.15629 3.63917
H -7.02188 4.83720 -2.20213
H -0.90211 -3.84328 -1.43914
H -8.89043 6.42414 -1.86125
H 4.13929 4.74555 -4.37945
H 5.26264 2.79483 -0.73465
H 5.85389 3.63336 -2.98705
H -2.23222 -7.64374 -2.90493
H 3.16201 -1.76030 0.89820
H 2.28685 -4.10601 0.91350
H 4.70063 -7.68044 -3.78642
H 1.05753 -10.92278 -4.59124
H 5.42303 -2.31288 0.61892
H -2.50397 3.86141 -3.95120
H 3.98817 -1.21241 2.33383
H 8.41008 -5.51561 1.79265
H -8.77290 8.69552 -2.83263
H -1.99227 -1.15337 1.32278
H 8.25424 -6.12682 3.45484
H -3.32856 3.27987 9.67921
H 1.43126 -4.47123 -1.94283
H -1.31273 -1.58096 3.65662
H 1.93960 2.19203 2.87514
H -3.91558 3.76827 7.32487
H 6.80536 -5.85956 2.48776
H -6.79870 9.36841 -4.16464
H -2.36763 8.31993 -6.08065
H -1.42017 -0.35081 8.44394
H -2.09184 1.21362 10.24039
H -0.44229 6.78075 -6.30732
H 5.20705 -9.87913 -4.80286
H 4.66595 -3.85139 0.95738

(2)
121
Properties=species:S:1:pos:R:3 method="wB97M-V/def2-TZVPD" homo_energy_ev="-3.17 / -3.17" charge=-1 gap_ev="5.13 / 5.14" e_lumo_ev="2.0 / 2.0"
Fe -0.36973 -0.17241 0.55343
P 1.86221 0.60279 0.22707
P 0.85915 -2.08418 -0.08357
N -0.80629 0.65169 -1.28201
N -3.15075 0.41520 -1.84773
N -2.83279 -0.04891 0.48679
N 2.39823 -1.79938 0.40027
N -0.62201 0.76587 2.32934
N 1.43200 2.29561 0.50591
N 1.10748 2.37573 2.92674
N 1.93040 2.56067 -1.75656
N -2.91191 0.16985 2.91009
C 0.68895 -6.11460 0.83600
C 1.79254 4.26340 1.48518
C -0.05681 -3.69874 1.95254
C -2.23467 -1.36986 0.36042
C 1.10290 0.95248 -4.43678
C 1.12144 -2.45755 -1.85417
C 4.60022 -0.13378 0.00016
C -4.78962 0.93952 -0.05492
C 0.29076 1.11553 -2.07647
C 0.20512 -6.07568 2.13717
C -1.75702 0.55795 -5.99415
C -3.11789 -2.60159 0.65726
C 0.48386 2.24987 -3.93012
C 1.85403 3.14222 -0.48107
C -4.26226 -2.67412 -0.35274
C 0.30961 1.37955 3.16278
C 4.21750 1.86988 1.23735
C 2.39052 0.43147 -3.89814
C -1.45342 0.44970 -3.55466
C -4.72358 0.81886 1.37031
C 0.80842 -4.94899 0.09473
C -1.85961 0.43760 -2.13533
C -6.97862 1.87143 0.13599
C -3.64693 -2.74297 2.08389
C 0.28806 -2.48218 -4.12122
C -1.03071 0.05201 6.91047
C 1.77593 1.03998 -1.60602
C 1.52874 -2.90437 -4.57546
C 2.67755 -1.76032 1.82036
C 3.69852 0.80832 0.50164
C 6.47056 1.09781 0.88176
C 0.60297 2.59395 -2.43754
C 2.36286 -2.88266 -2.31989
C -0.06368 0.85848 -3.53991
C 2.77579 6.64862 0.43947
C 5.58562 2.02047 1.41371
C -3.46605 0.26821 1.70049
C 0.20115 0.71232 6.90555
C -5.92495 1.49577 -0.66239
C 0.05207 0.97490 4.54907
C 2.03132 5.34395 2.35323
C 2.53067 6.50810 1.83324
C -1.17031 0.29492 4.55119
C -0.17483 -4.86393 2.69519
C 1.39699 2.93138 1.73085
C -0.52355 0.76277 -6.49048
C 2.07000 4.39452 0.07366
C 5.96585 0.01308 0.17992
C 0.86323 0.64450 -5.90540
C 0.44023 -3.72598 0.64737
C -5.79888 1.23949 2.16618
C 0.08657 -2.26504 -2.76616
C -1.63509 0.28763 3.17021
C 2.56369 -3.11074 -3.67145
C -3.58703 0.42709 -0.58864
C -1.73393 -0.15823 5.73559
C -2.22778 0.32857 -4.64543
C -6.91765 1.73938 1.54308
C 2.54509 5.62600 -0.43650
C 0.75102 1.18946 5.72627
C 2.67941 0.38959 -2.60510
H -5.74020 1.15032 3.24400
H 7.53791 1.21366 1.02482
H 1.69178 -3.06792 -5.63432
H -4.80414 -3.61396 -0.23137
H 1.19106 -0.39016 -6.06390
H -3.28371 0.13602 -4.49991
H -2.55609 0.62431 -6.72789
H -4.96607 -1.85440 -0.20225
H -0.88386 -1.92578 -2.41989
H -0.34486 -2.74782 2.39244
H -1.93165 -1.49908 -0.67551
H 0.12651 -6.98647 2.71767
H 0.98617 -7.06109 0.40049
H -4.45387 -2.04023 2.28144
H 0.02931 2.92622 -4.64269
H 3.09417 0.03881 -4.62538
H 4.21876 -1.01747 -0.48923
H 2.73931 5.73261 -1.49691
H 6.64075 -0.73456 -0.21966
H 1.53577 1.27132 -6.50076
H 0.72561 0.85955 7.84202
H -0.52166 -2.30826 -4.82055
H 3.53277 -3.43938 -4.02782
H 3.75050 -1.60980 1.96750
H -2.44588 -3.44959 0.47684
H 3.62480 -0.00956 -2.27063
H -3.89145 -2.61678 -1.37872
H -5.95698 1.60857 -1.73914
H 3.56876 2.60014 1.69678
H 3.15862 -3.02778 -1.59988
H -4.03275 -3.75600 2.22235
H -0.54814 -4.82239 3.71102
H 2.39971 -2.68470 2.33827
H -2.69348 -0.65988 5.73001
H 1.84603 5.22879 3.41438
H -1.34273 -1.41521 1.05146
H 1.69657 1.71656 5.71174
H -1.43980 -0.29677 7.85121
H 3.15879 7.59388 0.07276
H -7.77445 2.03501 2.13660
H -0.05458 3.40706 -2.13188
H 2.75427 7.34066 2.48941
H -0.48679 0.95804 -7.55898
H -2.86036 -2.57586 2.82094
H 1.19333 -4.98660 -0.91764
H 5.95191 2.87072 1.97562
H -7.87340 2.28251 -0.31579
H 2.16281 -0.92915 2.34901

(3)
126
Properties=species:S:1:pos:R:3 method="wB97M-V/def2-TZVPD" homo_energy_ev=-2.11 charge=-2 relative_energy_kcal_mol=0.0 gap_ev=5.95 e_lumo_ev=3.8
Y -0.08123 -0.95103 1.01371
S -1.87397 -2.56395 -0.27598
S 0.61787 -3.50997 1.82372
S 1.38833 0.01366 3.15267
S 1.06171 -0.15557 6.16727
P 1.23649 1.27474 -0.65120
P -2.27337 0.88679 -0.96221
O 2.35482 -1.37902 0.38920
O 0.37848 -2.24066 -3.57721
O -1.33897 0.98937 1.69574
N -0.82727 -0.81754 4.60322
N 3.03578 -2.66587 -1.40625
N 1.05015 -1.55288 -1.46265
N 0.18593 -7.11722 1.07720
N -2.75244 -6.02120 -1.21540
N -1.46338 -1.47761 3.56946
C 2.90031 0.95248 -2.94575
C -2.28663 -0.56996 -3.31696
C 1.58895 -7.40242 -2.28241
C 1.98189 5.49978 1.18197
C 1.95351 1.40188 5.97603
C 2.81426 1.01277 -1.55740
C -4.76632 0.87136 0.21800
C -2.58145 -1.00148 3.16743
C -5.07225 3.60925 0.45697
C 0.40511 3.24248 5.27711
C 1.11496 2.60918 6.28885
C -0.05505 -5.99590 0.97435
C -0.39074 4.34824 5.55353
C 1.13019 -2.26513 -2.62301
C -0.48108 4.83724 6.84903
C 3.53865 -3.15764 -6.23427
C 0.53968 -6.52943 -2.51340
C 2.45328 3.86950 -0.51996
C -3.56570 -0.13549 -5.30684
C -2.21076 1.35860 2.59109
C -3.85302 1.24639 -3.35432
C 0.99872 3.09063 7.59183
C 5.33487 -2.31064 -4.89057
C -5.91551 1.38945 0.79208
C -2.89173 0.49982 -2.66654
C -1.36046 -4.20557 0.02583
C 0.21459 4.19914 7.87260
C 4.54253 -2.45008 -3.75343
C 4.83790 -2.66242 -6.13428
C -0.34814 -4.57244 0.84794
C -4.23935 2.19330 4.39623
C -3.52145 3.12275 3.64554
C -3.93451 0.84443 4.24137
C 2.16152 -1.84121 -0.74170
C -3.57362 -1.91121 2.51836
C -2.11888 -5.22744 -0.66989
C 1.13302 4.59421 1.79842
C 2.05706 -4.65827 -2.48343
C 3.98657 0.90077 -0.80896
C 2.75815 -3.31257 -5.10134
C -4.19162 0.92856 -4.66102
C -2.60875 -0.87866 -4.63507
C -3.75367 1.70976 -0.25404
C 0.12126 1.88769 -1.99204
C 5.21788 0.78998 -1.43443
C 1.60839 2.94069 0.09645
C -3.91842 3.08455 -0.11792
C 0.76906 -5.15826 -2.61161
C -1.22425 2.34197 -1.41856
C -2.93760 0.42540 3.37161
C 2.88096 -6.90674 -2.15186
C -2.53095 2.72167 2.76543
C -6.07250 2.76486 0.91377
C 3.10943 -5.54584 -2.25780
C 0.34663 -0.33102 4.51852
C 3.25615 -2.95855 -3.84641
C 0.95476 3.31732 1.26968
C 4.13682 0.83759 -3.57595
C 2.64685 5.13350 0.01716
C 2.39867 -3.17120 -2.59897
C 5.29819 0.77173 -2.82317
H 2.82363 1.34927 6.63220
H 0.44017 2.82325 4.27794
H -3.82880 -0.38085 -6.32931
H 3.13594 -3.43244 -7.20185
H -4.94576 1.51051 -5.17812
H -5.01401 2.51146 5.08200
H 0.28959 2.61027 1.75887
H -6.67785 0.71791 1.16681
H -3.74472 4.18041 3.74405
H 2.30450 1.42393 4.94365
H -3.13908 3.76366 -0.43555
H 3.92797 0.90161 0.27373
H -1.55163 -1.17306 -2.80544
H 1.39810 -8.46232 -2.17033
H 1.52890 2.58329 8.39134
H -1.06974 2.95465 -0.52506
H 5.44985 -2.54753 -7.02105
H 6.11637 0.70798 -0.83510
H 0.13436 4.55921 8.89157
H -1.10534 5.69565 7.06537
H -0.06158 -4.48276 -2.77276
H 0.61353 4.87582 2.70529
H -0.95850 4.81162 4.75323
H 3.30933 5.83339 -0.47861
H 2.00466 0.97874 -3.55174
H -4.35060 2.07707 -2.86385
H -6.96201 3.17286 1.37800
H 4.91932 -2.14307 -2.78576
H -4.47292 0.09780 4.81650
H -1.99012 3.45109 2.16642
H -1.77074 2.93924 -2.15114
H 3.61488 -3.25740 -0.82959
H 4.18323 0.77465 -4.65669
H 2.96612 3.60731 -1.43907
H -5.17615 4.68229 0.56448
H -4.64201 -0.20395 0.14360
H 6.33827 -1.91194 -4.79661
H 4.12328 -5.16574 -2.17502
H -0.47529 -6.89707 -2.57237
H -3.20067 -2.93187 2.47723
H 3.70689 -7.57909 -1.95414
H 0.62756 2.70858 -2.50403
H -0.03031 1.07657 -2.71211
H 2.13139 6.48413 1.60989
H 1.75295 -3.70825 -5.17745
H -2.10065 -1.70470 -5.11592
H 6.26034 0.67897 -3.31313
H -4.48626 -1.86664 3.12553
H -3.83161 -1.59589 1.50883

(4)
122
Properties=species:S:1:pos:R:3 method="wB97M-V/def2-TZVPD" homo_energy_ev="-10.22 / -12.91" charge=+2 gap_ev="6.12 / 5.31" e_lumo_ev="-4.1 / -7.6" spin_multiplicity=5
Rh 0.18811 -0.13927 -0.08560
S 2.53096 -0.81859 -0.92785
P -2.29784 -2.13514 1.58024
P 0.05085 0.57490 -2.60600
P 0.15874 1.58851 1.68354
Si -2.19834 0.58426 -0.42943
O 0.99835 -2.15426 1.52050
N 4.90715 0.30558 -1.33669
N 3.27028 1.75285 -0.64135
C 0.84069 0.80897 3.19763
C 0.54819 -2.33212 -5.42116
C -2.20240 -1.25820 4.14871
C 2.36634 5.58569 1.42149
C -1.53978 1.34527 -3.05656
C -0.06909 -3.38700 -3.33317
C 1.50263 5.18112 0.40563
C -0.80448 -5.86541 1.53745
C -2.54071 1.76596 0.97454
C -4.15777 -0.55570 2.90710
C 0.08886 -0.99948 -3.50111
C -1.07253 -4.54302 1.24626
C 7.23058 -1.63422 -3.44296
C 0.30119 -3.47721 -4.66539
C 2.43703 1.22839 -3.82645
C 1.91341 3.55408 2.64766
C 3.42144 2.12179 -4.23185
C -2.95357 -1.24732 2.97911
C -2.14733 -5.71569 3.49935
C -2.70637 -0.67573 5.30141
C 6.44071 -0.60686 -2.94408
C 1.06310 3.09142 -3.09131
C -1.95551 -3.81075 2.02729
C 0.21869 0.77740 4.44234
C 1.25720 1.71539 -3.27248
C 2.53515 4.78397 2.54896
C -3.46201 -0.82570 -0.53774
C 5.54762 -0.85955 -1.88310
C -2.45893 1.54405 -2.02649
C 0.82600 3.95100 0.51848
C -3.83900 2.74358 -3.59648
C -4.64722 0.04392 4.05283
C 2.11197 0.26992 3.00327
C -4.02783 3.32341 2.13675
C -3.94757 -0.06494 5.25445
C -5.37213 -1.79776 -1.68610
C -0.17510 -2.12348 -2.75652
C -3.37553 -2.03398 0.17192
C 0.82633 0.05825 5.46514
C -4.19535 -3.14092 -0.10003
C -1.80108 2.98126 2.98411
C 1.05771 3.14108 1.63368
C -4.52396 -0.72997 -1.46296
C 0.46400 -1.08215 -4.83926
C -1.55899 2.10832 1.93753
C -2.46300 -4.39467 3.20012
C -3.61452 2.25502 -2.33398
C -5.19369 -3.01502 -1.05742
C 7.05848 -2.92652 -2.94334
C 6.16694 -3.17390 -1.90854
C 3.63705 0.49653 -0.96690
C 2.05925 -0.54426 5.26459
C 5.44614 -2.12594 -1.33561
C 3.23579 3.47968 -4.06333
C 2.07245 3.97078 -3.47076
C -2.92893 2.52066 -4.62208
C -3.77430 2.38755 1.11934
C -1.32620 -6.45202 2.66518
C -1.75244 1.82615 -4.34085
C 2.71459 -0.42380 4.04102
C -3.04488 3.59401 3.10575
H -1.01410 1.66280 -5.12965
H -1.00665 3.24147 3.68863
H -0.60545 -4.09486 0.39339
H 0.15139 3.61755 -0.26104
H -3.12608 2.89173 -5.59866
H -4.34448 2.46011 -1.54812
H -1.22320 -1.75134 4.18631
H -1.08842 -7.47569 2.87482
H -2.10036 -0.66073 6.20972
H 0.35559 -4.46476 -5.14157
H 2.91972 6.52958 1.35344
H 2.58698 0.35765 2.04107
H 7.63121 -3.73438 -3.35869
H 1.93191 -2.25465 1.28699
H 0.11669 3.44296 -2.70345
H 3.16346 5.11504 3.36326
H 2.04875 2.91965 3.51220
H -5.76133 -3.87608 -1.34347
H 1.02226 -1.74738 2.40307
H -4.69247 -0.46615 1.96766
H -0.16166 -6.42313 0.89441
H 1.91627 5.02660 -3.32384
H 7.96397 -1.47253 -4.22707
H 6.56555 0.39270 -3.32161
H 1.30583 5.81817 -0.42819
H 6.03748 -4.16901 -1.50973
H 2.54298 -1.08866 6.05320
H -0.43902 -2.01957 -1.71140
H 3.69923 -0.84594 3.89886
H 4.00487 4.15627 -4.42681
H 4.34309 1.75506 -4.66826
H -2.54942 -6.16345 4.40009
H -3.21337 4.29914 3.89652
H 4.80503 -2.31789 -0.48572
H 2.57862 0.15068 -3.89563
H 5.48829 1.15261 -1.38344
H 0.71637 -0.18591 -5.38083
H -0.23032 -4.28400 -2.76165
H 3.84610 2.56927 -0.81960
H -4.58272 2.11933 0.45772
H -5.58237 0.60210 4.00008
H -4.99974 3.78286 2.22452
H -4.64206 0.18304 -2.03411
H -4.41236 0.33555 6.15709
H -6.19018 -1.68281 -2.36058
H -3.12923 -3.85858 3.85461
H -4.72436 3.35473 -3.79718
H -4.06718 -4.06498 0.44309
H 2.30750 1.92386 -0.39506
H 0.34499 0.03080 6.44912
H -0.75366 1.29016 4.56391
H 0.88044 -2.46914 -6.43688